No. 1
Formula: Cl5NP2
Source: the OMol25 dataset
Level of theory: ωB97M-V/def2-TZVPD

Output
HOMO-LUMO gap: 8.520 eV
charge: 0
E_tot: -82680.5106 eV
molecular weight: 253.22 g mol⁻¹
structure (SMILES): ClP(Cl)Cl.N#P(Cl)Cl
ΔE to the lowest compared entry with this formula, charge and spin: 284.2 kJ/mol
highest occupied orbital energy: -10.04 eV

```
8
Cl5NP2 | the OMol25 dataset | ωB97M-V/def2-TZVPD
Cl -2.3890 1.6495 -0.1815
P -1.4588 -0.0485 0.3810
Cl -0.7162 -0.6312 -1.4006
Cl -3.1067 -1.1094 0.2767
N 1.1859 1.6227 0.4649
P 1.8831 0.3212 0.2828
Cl 1.3909 -1.4785 1.2080
Cl 3.2109 -0.3258 -1.0313
```

***

No. 2
Formula: C2H3IN4
Source: the OMol25 dataset
Level of theory: ωB97M-V/def2-TZVPD

Output
HOMO-LUMO gap: 8.982 eV
charge: 0
E_tot: -16180.6770 eV
molecular weight: 209.98 g mol⁻¹
ΔE to the lowest compared entry with this formula, charge and spin: 81.7 kJ/mol
highest occupied orbital energy: -9.27 eV

```
10
C2H3IN4 | the OMol25 dataset | ωB97M-V/def2-TZVPD
C -0.3859 -1.5395 -0.0986
C 0.5855 1.3327 0.0290
N 0.3257 -2.5218 -0.0979
N -0.4147 1.8707 -0.2929
N 1.5775 0.7500 0.3458
N -1.1146 -0.7430 -0.5684
I -2.9376 -0.1678 -0.0911
H -1.1593 2.5712 0.1612
H 2.4410 1.0217 -0.0528
H 1.0823 -2.5742 0.6656
```

***

No. 3
Formula: C4H8
Source: the OMol25 dataset
Level of theory: ωB97M-V/def2-TZVPD

Output
HOMO-LUMO gap (alpha / beta): 6.716 / 8.930 eV
charge: +1
E_tot: -4263.2912 eV
multiplicity: 2
molecular weight: 56.11 g mol⁻¹
expectation value of S²: 0.9130
ΔE to the lowest compared entry with this formula, charge and spin: 477.8 kJ/mol
highest occupied orbital energy (alpha / beta): -14.60 / -16.09 eV

```
12
C4H8 | the OMol25 dataset | ωB97M-V/def2-TZVPD
C -1.0711 -0.8876 0.3014
C 0.0953 0.0726 0.0686
C 0.4159 0.2684 -1.2397
C 0.8551 0.5502 1.1605
H -1.2588 -1.1702 1.3339
H -0.8487 -1.8262 -0.3282
H -2.0081 -0.4385 -0.0542
H -0.3428 0.6254 -1.8603
H 1.3884 0.2548 -1.7294
H 1.7112 1.1818 0.9412
H -1.0483 0.9550 -2.2678
H 0.6357 0.3962 2.2201
```

***

No. 4
Formula: C27H44BrNOP2PdS
Source: the OMol25 dataset
Level of theory: ωB97M-V/def2-TZVPD

Output
HOMO-LUMO gap (alpha / beta): 5.308 / 2.621 eV
charge: +4
E_tot: -135136.1386 eV
multiplicity: 5
molecular weight: 678.99 g mol⁻¹
expectation value of S²: 6.0533
ΔE to the lowest compared entry with this formula, charge and spin: 0.5 kJ/mol
highest occupied orbital energy (alpha / beta): -17.21 / -17.18 eV

```
78
C27H44BrNOP2PdS | the OMol25 dataset | ωB97M-V/def2-TZVPD
C 5.3691 -0.9756 -5.8044
C 4.2461 -0.6091 -6.5789
C 4.3482 -0.5918 -7.9749
C 5.5396 -1.0463 -8.5557
N 6.5700 -1.4552 -7.8214
C 6.5045 -1.4327 -6.4889
C 2.9577 -0.3081 -5.9731
C 2.4156 0.0943 -4.8404
C 2.4709 0.4457 -3.4529
C 1.9801 -0.5021 -2.5340
C 1.4244 -0.0484 -1.3405
C 1.3461 1.3278 -1.1155
C 2.1558 2.2098 -1.8387
C 2.7412 1.7602 -3.0239
Pd 1.0358 -0.3908 -6.0901
P -1.3560 -2.0151 -1.8207
H 3.5252 -0.2646 -8.6027
H 5.3667 -0.9509 -4.7118
H 5.6509 -1.0924 -9.6409
H 7.3838 -1.8013 -5.9487
H 3.3882 2.4129 -3.6053
H 1.9991 -1.5614 -2.7711
H 2.2811 3.2304 -1.5086
H 0.9600 -0.7397 -0.6514
C -2.5995 -1.3877 -0.6009
C -3.9829 -2.0345 -0.6107
H -2.6889 -0.3064 -0.8041
H -2.1192 -1.4695 0.3873
H -4.5760 -1.6323 0.2207
H -4.5331 -1.8106 -1.5336
H -3.9461 -3.1227 -0.4810
C -2.3269 -2.8600 -3.1440
C -1.4335 -3.5750 -4.1636
H -2.9097 -2.0781 -3.6570
H -3.0404 -3.5595 -2.6823
H -1.9969 -3.7454 -5.0891
H -0.5483 -2.9807 -4.4399
H -1.1000 -4.5544 -3.7937
C -0.6288 -3.4590 -0.9238
C -1.5613 -4.6204 -0.5968
H -0.1864 -3.0467 -0.0012
H 0.1981 -3.8045 -1.5661
H -0.9622 -5.4342 -0.1699
H -2.3134 -4.3488 0.1530
H -2.0659 -5.0227 -1.4832
Br 0.1153 1.9907 0.1080
P -1.8987 2.1685 -4.5442
C -2.5273 0.4849 -4.1499
C -4.0607 0.4957 -4.1186
H -2.0934 0.1624 -3.1914
H -2.1436 -0.1908 -4.9265
H -4.4658 -0.5096 -3.9507
H -4.4465 1.1513 -3.3260
H -4.4559 0.8571 -5.0776
C -1.9417 2.8749 -2.8208
C -2.1206 4.3885 -2.7768
H -1.0100 2.5812 -2.3154
H -2.7578 2.3847 -2.2710
H -2.0995 4.7366 -1.7368
H -1.3273 4.9101 -3.3237
H -3.0845 4.6781 -3.2101
C -0.0915 2.1760 -4.8187
C 0.2023 2.5059 -6.2884
H 0.2993 1.1893 -4.5049
H 0.3645 2.9127 -4.1418
H 1.2548 2.2794 -6.5111
H -0.4411 1.9084 -6.9556
H 0.0115 3.5696 -6.4835
C 1.7217 0.2364 2.8640
S 0.9708 -1.3977 2.7846
C -0.1750 -1.2963 4.1631
O 0.1466 -1.4615 1.5311
H 1.0625 0.9028 3.4283
H 1.8599 0.6176 1.8493
H 2.6838 0.1211 3.3745
H 0.0352 -0.4065 4.7579
H -1.1916 -1.2818 3.7685
H -0.0099 -2.1889 4.7715
```

***

No. 5
Formula: C15H13ClF3NO3
Source: the OMol25 dataset
Level of theory: ωB97M-V/def2-TZVPD

Output
HOMO-LUMO gap: 9.522 eV
charge: 0
E_tot: -44075.2186 eV
molecular weight: 347.72 g mol⁻¹
structure (SMILES): O=C(O)C1=C(C(=O)Nc2cc(C(F)(F)F)ccc2Cl)CCCC1
ΔE to the lowest compared entry with this formula, charge and spin: 0.0 kJ/mol
highest occupied orbital energy: -9.28 eV

```
36
C15H13ClF3NO3 | the OMol25 dataset | ωB97M-V/def2-TZVPD
O 0.4755 1.6659 1.6376
C -0.1195 1.5268 0.5957
O -1.4435 1.7199 0.5028
C 0.5033 1.1668 -0.6951
C 1.6539 0.4785 -0.7394
C 2.3623 -0.0129 0.4802
O 3.5107 0.2767 0.7164
N 1.6836 -0.8740 1.3166
C 0.3360 -1.2260 1.2808
C -0.4734 -0.9578 2.3829
C -1.8285 -1.2417 2.3456
C -2.6820 -0.8120 3.5046
F -3.8595 -1.4448 3.5604
F -2.9682 0.5078 3.4259
F -2.0870 -0.9933 4.6903
C -2.4063 -1.8232 1.2245
C -1.6021 -2.1481 0.1493
C -0.2463 -1.8605 0.1775
Cl 0.7277 -2.3413 -1.1533
C 2.4221 0.2627 -2.0103
C 1.5583 0.4565 -3.2504
C 0.7508 1.7414 -3.1217
C -0.2024 1.6405 -1.9354
H -1.8052 1.9857 1.3639
H 2.1325 -0.9570 2.2220
H -0.0386 -0.4839 3.2502
H -3.4640 -2.0297 1.2005
H -2.0217 -2.6312 -0.7184
H 2.8826 -0.7271 -2.0065
H 3.2428 0.9876 -2.0014
H 2.1943 0.4927 -4.1359
H 0.8783 -0.3905 -3.3582
H 0.1816 1.9273 -4.0336
H 1.4308 2.5815 -2.9698
H -0.6729 2.6053 -1.7408
H -1.0062 0.9315 -2.1576
```

***

No. 6
Formula: C23H39AsN5O3PPtS2
Source: the OMol25 dataset
Level of theory: ωB97M-V/def2-TZVPD

Output
HOMO-LUMO gap: 7.307 eV
charge: 0
E_tot: -133126.0779 eV
molecular weight: 798.71 g mol⁻¹
ΔE to the lowest compared entry with this formula, charge and spin: 4.5 kJ/mol
highest occupied orbital energy: -6.94 eV

```
75
C23H39AsN5O3PPtS2 | the OMol25 dataset | ωB97M-V/def2-TZVPD
Pt 0.3683 0.2768 0.6945
O 0.5276 4.4513 0.7717
C 0.6471 3.2920 1.1525
O 0.3127 2.2993 0.3941
C 1.2260 3.0466 2.5331
C 1.9854 4.1005 3.0453
C 2.5807 4.0386 4.2902
C 2.4060 2.8995 5.0651
C 1.6516 1.8482 4.5794
C 1.0531 1.8978 3.3145
S 0.0731 0.4700 2.9179
H 2.0815 4.9820 2.4258
H 3.1684 4.8703 4.6564
H 2.8598 2.8256 6.0456
H 1.5181 0.9561 5.1784
N -2.6930 1.9684 1.4725
C -2.6446 1.7547 0.1507
S -2.2638 0.2493 -0.5217
N -2.9121 2.7972 -0.6705
C -3.1747 4.1430 -0.2915
C -2.3807 5.1539 -0.8139
C -2.6412 6.4741 -0.4844
C -3.6827 6.7888 0.3773
C -4.4740 5.7751 0.8990
C -4.2320 4.4525 0.5580
H -2.2056 1.2916 2.0488
H -2.6609 2.9215 1.8044
H -2.6941 2.6149 -1.6356
H -1.5363 4.8969 -1.4410
H -2.0101 7.2570 -0.8833
H -3.8748 7.8195 0.6440
H -5.2945 6.0124 1.5637
H -4.8677 3.6612 0.9320
C 0.3942 -2.9210 2.5139
As 0.4448 -2.0469 0.7991
C -0.9523 -2.9600 -0.1644
C 2.0600 -2.7385 0.0030
H 0.4320 -3.9990 2.3570
H -0.5230 -2.6523 3.0342
H 1.2381 -2.5863 3.1119
H -0.7726 -4.0344 -0.1673
H -0.9756 -2.5799 -1.1846
H -1.9049 -2.7332 0.3098
H 2.0602 -3.8280 -0.0027
H 2.9088 -2.3682 0.5759
H 2.1257 -2.3460 -1.0095
C 3.6523 1.5101 0.4711
N 3.4836 1.9012 -0.9251
C 4.6087 2.6578 -1.4451
P 2.3086 1.2556 -1.8764
O 1.5914 0.1273 -1.1754
N 1.2680 2.3918 -2.4182
C 1.5680 3.8138 -2.4293
C -0.1389 2.0857 -2.6144
N 3.1446 0.7467 -3.2121
C 4.2070 -0.2299 -3.0275
C 2.5061 0.6631 -4.5163
H 3.8209 2.3952 1.0895
H 4.5171 0.8443 0.5752
H 2.7671 0.9999 0.8440
H 4.6538 3.6471 -0.9808
H 4.5320 2.7774 -2.5230
H 5.5488 2.1395 -1.2253
H 2.6103 3.9962 -2.1866
H 0.9616 4.3277 -1.6777
H 1.3693 4.2352 -3.4201
H -0.3168 1.0144 -2.5901
H -0.4722 2.4773 -3.5822
H -0.7210 2.5337 -1.8086
H 4.6139 -0.1621 -2.0196
H 5.0144 -0.0414 -3.7393
H 3.8453 -1.2526 -3.1814
H 1.7195 1.4083 -4.5933
H 2.0730 -0.3276 -4.6961
H 3.2440 0.8574 -5.2985
```

***

No. 7
Formula: C2H3NO4
Source: the OMol25 dataset
Level of theory: ωB97M-V/def2-TZVPD

Output
HOMO-LUMO gap: 9.910 eV
charge: 0
E_tot: -11799.5901 eV
molecular weight: 105.05 g mol⁻¹
structure (SMILES): O=C=NO.O=CO
ΔE to the lowest compared entry with this formula, charge and spin: 358.7 kJ/mol
highest occupied orbital energy: -9.93 eV

```
10
C2H3NO4 | the OMol25 dataset | ωB97M-V/def2-TZVPD
O 0.5950 -1.7526 -0.6449
C 1.1261 -0.7296 -0.3705
N 1.7780 -0.0267 0.3418
O 1.9061 1.3222 0.2626
H 1.1034 1.5518 -0.1961
O -0.7870 1.2308 -0.6654
C -1.2756 0.2014 -0.2572
O -1.3549 -0.0404 1.0672
H -1.4913 -0.8005 -0.8505
H -1.5999 -0.9564 1.3131
```